[1]
The following is a DFT calculation (wB97M-V/def2-TZVPD) of a 9-piece molecular cluster, C49H111N5O9 overall at a distorted geometry.

DFT total energy, eV: -78478.3897
SMILES string: CC1(C)CCCC(C)(C)N1O.CC1(C)CCCC(C)(C)N1O.CC1(C)CCCC(C)(C)N1O.CC1(C)CCCC(C)(C)N1O.CC1(C)CCCC(C)(C)N1O.CO.CO.CO.CO
Relative energy (zero: lowest compared OMol25 entry of this formula, charge and spin), kJ/mol: 540.1
Lowest unoccupied orbital energy, eV: 0.4
Spin multiplicity: 1

Each line ends with the Mulliken charge.
Atoms and positions in Å:
C  -1.22  0.90  1.20  -0.741
O  -0.96  0.17  0.02  0.845
H  -1.45  1.95  1.03  0.279
H  -1.86  0.35  1.89  0.380
H  -0.26  0.96  1.71  -0.166
H  -0.17  0.53  -0.39  -0.251
C  1.35  4.40  2.00  0.218
O  1.76  5.21  3.15  -0.564
H  0.76  3.63  2.50  -0.234
H  0.53  4.90  1.48  0.483
H  2.07  3.89  1.35  -0.107
H  2.18  6.03  2.87  0.278
C  1.08  1.60  -2.44  -1.167
O  1.46  1.16  -1.17  -0.144
H  1.54  1.11  -3.30  0.361
H  0.01  1.39  -2.51  0.431
H  1.22  2.67  -2.63  0.169
H  1.96  0.34  -1.11  0.117
C  -4.47  -0.91  -0.79  -0.344
O  -3.60  0.23  -0.97  -0.533
H  -4.46  -1.14  0.27  0.201
H  -5.45  -0.55  -1.10  0.323
H  -4.03  -1.75  -1.32  0.029
H  -2.72  -0.01  -0.67  0.236
C  0.92  -3.30  -6.33  -1.738
C  -0.10  -4.03  -5.35  1.250
C  0.49  -4.27  -3.90  -1.183
C  0.42  -2.96  -2.93  -1.160
C  -0.93  -2.41  -2.89  0.232
C  -1.50  -2.10  -4.28  1.780
N  -1.36  -3.25  -5.25  0.676
O  -2.07  -3.17  -6.42  -0.545
C  -3.04  -1.91  -4.07  -2.101
C  -0.93  -0.90  -4.92  -1.786
C  -0.34  -5.46  -5.93  -1.734
H  1.86  -3.84  -6.45  0.461
H  1.34  -2.40  -5.87  0.305
H  0.48  -3.16  -7.32  0.330
H  -0.04  -5.05  -3.36  0.198
H  1.56  -4.43  -3.99  0.590
H  1.09  -2.16  -3.25  0.524
H  0.83  -3.19  -1.94  0.527
H  -0.92  -1.44  -2.40  -0.143
H  -1.58  -3.07  -2.32  0.004
H  -3.23  -1.28  -3.20  0.347
H  -3.59  -1.50  -4.92  0.432
H  -3.57  -2.84  -3.87  0.409
H  -1.29  0.02  -4.46  0.492
H  0.16  -0.93  -4.85  0.143
H  -1.21  -0.74  -5.96  0.320
H  0.52  -6.11  -6.10  0.357
H  -0.99  -5.42  -6.80  0.424
H  -0.93  -6.02  -5.20  0.324
H  -2.64  -3.94  -6.34  0.345
C  -0.96  4.11  -1.22  -1.338
C  -0.86  5.01  -2.55  1.691
C  0.22  6.08  -2.37  -1.132
C  0.57  6.88  -3.64  -0.967
C  0.82  5.97  -4.89  -1.438
C  -0.12  4.70  -5.10  1.918
N  -0.59  4.11  -3.77  0.445
O  -1.52  3.03  -3.88  -0.288
C  -1.24  5.21  -5.98  -2.020
C  0.75  3.70  -5.89  -1.721
C  -2.17  5.71  -2.72  -1.937
H  -0.39  3.18  -1.20  -0.102
H  -1.99  3.76  -1.24  0.402
H  -0.84  4.64  -0.28  0.180
H  -0.18  6.71  -1.57  0.484
H  1.14  5.65  -1.97  0.374
H  1.34  7.63  -3.47  0.419
H  -0.33  7.47  -3.84  0.372
H  1.86  5.64  -4.87  0.501
H  0.81  6.58  -5.80  0.412
H  -1.05  5.37  -7.04  0.505
H  -2.14  4.59  -6.05  0.397
H  -1.76  6.10  -5.61  0.428
H  0.37  3.54  -6.90  0.370
H  1.76  4.08  -6.01  0.409
H  0.96  2.72  -5.45  0.138
H  -2.19  6.42  -3.54  0.311
H  -2.46  6.15  -1.77  0.463
H  -2.98  4.98  -2.75  0.460
H  -2.29  3.46  -4.25  0.261
C  6.34  -1.36  -0.15  -2.095
C  6.08  -0.19  0.73  1.541
C  6.26  1.02  -0.21  -1.172
C  5.73  2.32  0.41  -1.170
C  4.32  2.11  0.83  -0.560
C  4.02  0.91  1.72  2.161
N  4.73  -0.28  1.30  0.314
O  4.55  -1.39  2.05  -0.402
C  4.45  1.26  3.15  -2.058
C  2.49  0.58  1.70  -1.219
C  7.12  -0.19  1.95  -1.660
H  5.68  -1.51  -1.01  0.361
H  6.28  -2.29  0.41  0.390
H  7.34  -1.32  -0.57  0.438
H  7.32  1.12  -0.46  0.544
H  5.72  0.93  -1.15  0.339
H  6.03  3.08  -0.32  0.437
H  6.31  2.52  1.31  0.268
H  3.63  2.17  0.00  0.018
H  4.15  3.05  1.37  0.226
H  5.42  1.77  3.18  0.394
H  3.68  1.89  3.60  0.357
H  4.52  0.39  3.80  0.406
H  2.09  0.01  0.87  0.102
H  2.32  -0.12  2.52  0.684
H  1.83  1.45  1.79  -0.195
H  6.85  0.55  2.70  0.294
H  8.11  0.13  1.63  0.440
H  7.52  -1.11  2.38  0.450
H  5.25  -1.35  2.71  0.374
C  -2.98  -7.78  0.86  -1.660
C  -3.03  -6.59  -0.15  1.347
C  -4.45  -5.99  -0.12  -1.223
C  -4.68  -5.38  1.24  -0.992
C  -3.68  -4.19  1.43  -0.802
C  -2.20  -4.57  1.28  1.933
N  -2.02  -5.48  0.09  0.828
O  -0.68  -5.75  -0.25  -0.628
C  -1.29  -3.30  1.11  -2.133
C  -1.76  -5.28  2.59  -2.052
C  -2.90  -7.12  -1.65  -1.586
H  -2.36  -8.51  0.35  0.402
H  -2.50  -7.61  1.81  0.322
H  -3.86  -8.33  1.18  0.302
H  -4.38  -5.16  -0.83  0.270
H  -5.18  -6.77  -0.35  0.555
H  -5.69  -4.98  1.41  0.472
H  -4.74  -6.09  2.06  0.432
H  -3.85  -3.82  2.44  0.583
H  -4.02  -3.47  0.69  -0.169
H  -1.27  -2.71  2.03  0.387
H  -1.62  -2.59  0.36  0.265
H  -0.26  -3.41  0.79  0.502
H  -2.46  -6.05  2.91  0.367
H  -1.71  -4.49  3.33  0.479
H  -0.79  -5.76  2.48  0.390
H  -2.54  -6.35  -2.33  0.157
H  -2.21  -7.94  -1.86  0.395
H  -3.87  -7.47  -2.02  0.408
H  -0.54  -5.16  -1.01  0.291
C  -0.51  -0.26  7.50  -1.783
C  0.14  1.15  7.35  1.954
C  0.88  1.11  5.98  -1.722
C  -0.07  1.11  4.80  1.350
C  -0.90  2.31  4.87  -1.283
C  -1.63  2.56  6.24  1.598
N  -0.83  2.23  7.41  0.318
O  -1.48  2.33  8.67  -0.457
C  -1.90  4.13  6.21  -1.801
C  -2.85  1.76  6.08  -1.881
C  1.22  1.50  8.40  -1.848
H  -1.22  -0.23  8.33  0.409
H  0.37  -0.89  7.59  0.493
H  -1.08  -0.65  6.66  0.328
H  1.60  1.92  5.86  0.504
H  1.21  0.08  5.81  0.399
H  -0.73  0.24  4.90  0.201
H  0.39  1.02  3.81  -1.546
H  -1.74  2.36  4.16  0.553
H  -0.16  3.08  4.69  0.293
H  -2.77  4.20  5.55  0.388
H  -2.32  4.57  7.12  0.493
H  -1.03  4.73  5.96  0.337
H  -3.58  2.04  5.33  0.432
H  -2.69  0.69  5.94  0.334
H  -3.36  1.66  7.04  0.427
H  1.02  0.99  9.35  0.372
H  1.10  2.55  8.66  0.387
H  2.26  1.47  8.10  0.360
H  -1.20  3.21  8.92  0.362

***

[2]
The following is a DFT calculation (wB97M-V/def2-TZVPD) of C49H114N4O27Rb as an isolated structure at a distorted geometry.

DFT total energy, eV: -114549.1143
<S²>: 0.778
Net charge: -2
Lowest unoccupied orbital energy (spin up / spin down), eV: 2.7 / 2.7
Spin multiplicity: 2

Each line ends with the Mulliken spin population.
Atoms and positions in Å:
Rb  0.57  4.65  3.71  0.004
C  -1.49  1.95  0.35  -0.141
C  -1.67  0.66  -0.02  0.109
C  -0.65  -0.40  -0.02  0.259
O  -0.81  -1.54  -0.69  0.177
C  0.60  -0.14  0.52  -0.172
C  0.92  1.19  1.02  0.257
C  -0.20  2.38  0.74  0.226
O  0.10  3.59  0.94  0.087
O  1.93  1.39  1.67  0.075
O  -2.93  0.48  -0.23  0.120
H  -2.34  2.61  0.40  0.029
H  1.34  -0.93  0.50  -0.047
C  -5.41  10.53  -0.49  0.000
O  -4.57  9.62  -1.11  0.000
C  -3.89  8.78  -0.20  0.000
C  -2.40  9.12  -0.31  0.000
N  -1.61  8.40  0.69  0.000
C  -0.17  8.57  0.47  0.000
C  0.65  7.41  1.01  -0.001
O  0.42  7.18  2.43  -0.002
C  0.82  8.25  3.29  0.000
H  -5.75  11.26  -1.23  0.000
H  -4.95  11.12  0.30  0.000
H  -6.33  10.00  -0.23  0.000
H  -4.08  7.76  -0.52  0.000
H  -4.14  8.84  0.86  0.000
H  -2.36  10.20  -0.20  0.000
H  -2.08  8.89  -1.33  0.000
H  -1.73  7.40  0.61  0.000
H  0.09  9.55  0.86  0.000
H  0.07  8.74  -0.58  0.000
H  1.68  7.58  0.70  0.001
H  0.32  6.53  0.47  0.004
H  0.20  9.14  3.23  0.000
H  1.88  8.48  3.16  0.000
H  0.66  7.96  4.33  0.000
C  -1.60  -2.60  -7.24  0.000
O  -0.52  -3.33  -6.62  0.000
C  -0.64  -4.79  -6.72  0.000
C  -1.99  -5.41  -6.11  0.000
N  -2.02  -5.09  -4.73  0.000
C  -1.56  -6.23  -3.88  0.000
C  -1.46  -6.05  -2.38  0.000
O  -0.46  -5.11  -2.02  0.000
C  -0.36  -4.89  -0.66  0.005
H  -2.55  -2.84  -6.75  0.000
H  -1.68  -2.79  -8.31  0.000
H  -1.41  -1.53  -7.24  0.000
H  0.23  -5.12  -6.15  0.000
H  -0.36  -5.18  -7.71  0.000
H  -2.04  -6.46  -6.41  0.000
H  -2.75  -4.87  -6.68  0.000
H  -3.02  -4.93  -4.70  0.000
H  -0.60  -6.57  -4.29  0.000
H  -2.28  -7.01  -4.12  0.000
H  -1.32  -7.04  -1.95  0.000
H  -2.42  -5.75  -1.98  0.000
H  0.38  -4.10  -0.49  -0.005
H  -0.01  -5.75  -0.08  0.000
H  -1.25  -4.42  -0.25  -0.001
C  5.01  0.35  -2.35  0.000
O  4.77  -1.05  -2.20  0.000
C  3.55  -1.37  -1.66  -0.006
C  3.26  -2.91  -1.68  -0.001
N  3.11  -3.31  -3.07  0.000
C  3.44  -4.78  -3.12  0.000
C  3.22  -5.29  -4.56  0.000
O  4.43  -5.06  -5.31  0.000
C  4.34  -5.67  -6.61  0.000
H  4.58  0.95  -1.55  0.000
H  4.60  0.75  -3.27  0.000
H  6.06  0.64  -2.47  0.000
H  2.74  -0.92  -2.24  0.003
H  3.37  -0.86  -0.72  0.004
H  2.38  -3.09  -1.07  0.000
H  4.15  -3.38  -1.27  0.000
H  3.65  -2.69  -3.66  0.000
H  2.81  -5.33  -2.43  0.000
H  4.48  -5.03  -2.89  0.000
H  2.33  -4.77  -4.91  0.000
H  3.08  -6.37  -4.44  0.000
H  3.75  -5.09  -7.32  0.000
H  3.94  -6.68  -6.55  0.000
H  5.29  -5.78  -7.14  0.000
C  4.62  -5.94  5.54  0.000
C  4.56  -6.10  4.00  0.000
C  3.32  -6.86  3.51  0.000
C  2.04  -6.12  3.43  0.000
C  2.19  -4.88  2.59  0.000
C  3.35  -3.96  3.07  0.001
N  4.58  -4.79  3.27  0.000
O  5.84  -4.10  3.45  0.000
C  3.61  -2.76  2.09  0.004
C  2.98  -3.31  4.47  0.000
C  5.77  -7.02  3.55  0.000
H  3.61  -5.72  5.91  0.000
H  5.26  -5.11  5.82  0.000
H  4.92  -6.86  6.04  0.000
H  3.67  -7.14  2.51  0.000
H  3.18  -7.72  4.16  0.000
H  1.78  -5.86  4.45  0.000
H  1.17  -6.66  3.06  0.000
H  1.18  -4.49  2.68  0.000
H  2.39  -5.13  1.55  0.000
H  4.21  -1.92  2.45  0.000
H  4.11  -3.05  1.16  -0.001
H  2.65  -2.36  1.76  -0.004
H  2.33  -2.44  4.39  0.000
H  2.37  -4.02  5.02  0.000
H  3.84  -2.97  5.05  0.000
H  5.70  -8.11  3.62  0.000
H  6.66  -6.74  4.10  0.000
H  6.03  -7.08  2.49  0.000
H  6.13  -4.08  2.53  0.000
C  -2.86  5.03  1.55  0.006
C  -3.32  6.18  2.50  0.000
O  -2.22  6.74  3.24  0.000
O  -2.10  5.58  0.50  -0.002
H  -3.65  4.43  1.10  0.000
H  -2.16  4.31  1.96  -0.002
H  -4.05  5.86  3.25  0.000
H  -3.77  7.02  1.97  0.000
H  -1.71  7.10  2.51  0.000
H  -1.62  4.77  0.32  -0.008
C  4.61  2.71  2.99  0.000
C  5.12  2.50  1.52  0.002
O  4.63  1.30  0.98  0.001
O  3.27  3.24  3.08  0.001
H  5.30  3.42  3.45  0.000
H  4.55  1.74  3.48  0.000
H  6.21  2.58  1.55  0.000
H  4.78  3.29  0.86  -0.001
H  3.68  1.43  1.04  -0.001
H  2.76  2.59  2.59  -0.004
C  2.64  3.19  -1.56  0.018
C  1.79  3.32  -2.82  -0.003
O  0.46  2.93  -2.53  0.000
O  2.40  4.19  -0.60  -0.002
H  3.72  3.22  -1.71  -0.001
H  2.45  2.25  -1.04  -0.007
H  2.32  2.71  -3.56  -0.001
H  1.92  4.35  -3.14  0.000
H  0.18  3.52  -1.83  -0.002
H  1.58  4.02  -0.14  -0.005
C  -4.47  1.60  2.70  -0.002
C  -5.11  1.14  4.01  -0.001
O  -6.49  1.42  3.99  0.000
O  -3.11  1.17  2.70  -0.004
H  -4.51  2.69  2.63  0.000
H  -4.94  1.13  1.83  0.002
H  -4.56  1.61  4.83  0.000
H  -4.87  0.09  4.20  0.000
H  -6.57  2.37  4.14  0.000
H  -2.87  1.06  1.77  0.030
C  -1.08  0.73  -4.59  -0.001
C  -2.31  0.68  -3.65  0.016
O  -2.64  -0.62  -3.20  0.001
O  0.17  0.36  -3.96  0.001
H  -1.02  1.79  -4.83  0.000
H  -1.32  0.23  -5.53  0.000
H  -3.17  1.11  -4.16  0.001
H  -2.23  1.27  -2.74  -0.019
H  -2.64  -0.68  -2.24  -0.002
H  0.57  1.03  -3.39  -0.001
C  0.18  0.61  4.34  -0.005
C  -0.89  1.07  5.31  -0.004
O  -1.64  2.21  4.76  -0.002
O  1.20  1.52  4.18  -0.003
H  -0.22  0.43  3.34  0.018
H  0.70  -0.29  4.67  0.001
H  -0.49  1.31  6.29  0.000
H  -1.54  0.22  5.51  0.000
H  -2.18  1.93  4.02  -0.002
H  1.57  1.23  3.34  -0.001
C  -6.05  0.96  -1.62  0.003
C  -6.41  -0.42  -2.19  -0.001
O  -7.48  -1.08  -1.52  0.000
O  -4.87  1.45  -2.22  0.001
H  -6.04  0.93  -0.53  0.000
H  -6.85  1.67  -1.82  0.000
H  -5.54  -1.08  -2.17  0.000
H  -6.69  -0.32  -3.24  0.000
H  -7.57  -1.95  -1.93  0.000
H  -4.19  1.13  -1.62  -0.008
C  -3.88  -2.88  0.66  0.003
C  -2.94  -2.87  1.85  -0.022
O  -3.57  -3.08  3.16  0.000
O  -4.72  -1.72  0.61  -0.001
H  -4.56  -3.73  0.73  0.001
H  -3.34  -2.92  -0.28  -0.002
H  -2.41  -1.92  1.97  0.029
H  -2.10  -3.54  1.67  0.000
H  -4.51  -2.88  3.21  0.000
H  -4.09  -1.00  0.65  -0.001